(1)
{"formula": "C3H4ClNS", "method": "ωB97M-V/def2-TZVPD", "species": ["C", "C", "C", "N", "S", "Cl", "H", "H", "H", "H"], "positions_angstrom": [[-1.1414, 0.0984, -0.0217], [-0.0683, -1.2604, -0.0749], [0.7813, 1.2222, 0.0673], [-0.6238, 1.2103, -0.1198], [1.5846, -0.4967, 0.0521], [-2.7252, -0.3147, -0.0728], [-0.1290, -2.0092, 0.7789], [-0.1027, -1.7766, -1.1187], [1.4181, 1.7320, -0.6856], [1.0064, 1.5946, 1.1953]], "lowdin_charge": [-0.87, -0.46, -0.48, -0.03, 0.74, 0.77, 0.06, 0.08, 0.06, 0.12], "relative_energy_kj_mol": 98.0, "smiles": "ClC1=NCSC1", "orbital_gap_ha": 0.34454}

(2)
{"formula": "C32H57BBrF7N6O8PS2", "method": "ωB97M-V/def2-TZVPD", "species": ["C", "C", "C", "O", "C", "B", "C", "O", "C", "C", "O", "C", "O", "C", "C", "C", "Br", "S", "C", "O", "O", "N", "P", "N", "S", "O", "O", "C", "F", "F", "C", "F", "F", "C", "F", "F", "F", "C", "H", "H", "H", "H", "H", "H", "H", "H", "H", "H", "H", "H", "H", "H", "H", "H", "H", "H", "H", "H", "H", "H", "H", "H", "H", "H", "H", "H", "H", "C", "C", "C", "C", "N", "H", "H", "H", "H", "H", "H", "H", "C", "C", "C", "C", "N", "H", "H", "H", "H", "H", "H", "H", "C", "C", "C", "C", "N", "H", "H", "H", "H", "H", "H", "H", "C", "C", "C", "C", "N", "H", "H", "H", "H", "H", "H", "H"], "positions_angstrom": [[1.3611, -0.6682, -0.1479], [0.0567, -1.5971, -0.1957], [-0.8774, -1.0193, -1.3968], [-1.0111, 0.3790, -1.1624], [-2.2334, 0.9722, -1.5963], [-2.3975, 0.5359, -3.1952], [-1.1364, 0.7164, -4.2281], [-3.6118, 0.0388, -3.7728], [-3.4218, 0.4056, -0.6920], [-4.6343, 1.4742, -0.4345], [-5.2995, 1.4559, -1.7216], [-5.4821, 0.6923, 0.7105], [-5.9761, -0.5903, 0.1941], [-5.5114, -1.6503, 1.0630], [-6.0426, -3.0979, 0.6765], [-4.1214, 2.9439, 0.0123], [-4.4931, 3.1623, 1.9901], [-5.4329, 4.1642, -0.6372], [-7.1763, 3.5543, -0.2607], [-5.4375, 5.4525, 0.1744], [-5.4211, 4.3731, -2.1128], [-2.7033, 3.2766, -0.3522], [-2.4734, 5.0118, -0.9825], [-0.9128, 5.3755, -1.1714], [-1.4575, 2.9600, 0.8511], [-0.1043, 2.8195, 0.1836], [-1.6099, 1.6222, 1.5438], [-1.1856, 4.1961, 2.2024], [-1.9937, 5.3416, 2.1838], [-1.5906, 3.5531, 3.4146], [0.3702, 4.5153, 2.5578], [1.1254, 3.3583, 2.7527], [0.2771, 5.0802, 3.8616], [1.0832, 5.6377, 1.6922], [1.6225, 5.2073, 0.4694], [0.3748, 6.8376, 1.5875], [2.2326, 5.9990, 2.4429], [-2.3085, 2.5381, -1.6394], [1.1522, 0.1542, 0.6232], [2.2628, -1.3167, 0.1176], [1.5104, -0.2134, -1.1898], [0.2635, -2.6867, -0.4549], [-0.5603, -1.5053, 0.7783], [-0.2945, -1.3006, -2.3503], [-1.8150, -1.6576, -1.3626], [-1.4189, 1.2982, -5.1635], [-0.2061, 1.1243, -3.7050], [-0.8715, -0.3407, -4.5718], [-3.7529, -0.8889, -3.4853], [-3.0868, -0.0885, 0.2874], [-3.9293, -0.4439, -1.2733], [-6.1822, 1.0448, -1.6605], [-6.4099, 1.2431, 1.0501], [-4.8013, 0.3660, 1.5755], [-5.8978, -1.4317, 2.1255], [-4.3663, -1.7169, 1.1059], [-5.6277, -3.8133, 1.4752], [-7.1739, -3.1918, 0.7396], [-5.6177, -3.4863, -0.3142], [-7.3316, 2.4655, -0.5016], [-7.8351, 4.1483, -0.9898], [-7.4968, 3.8269, 0.7941], [-2.9995, 5.0923, -2.3220], [-2.9831, 5.9946, -0.0907], [-0.7224, 6.1922, -0.5838], [-3.1404, 2.8224, -2.3861], [-1.3465, 2.9410, -2.0979], [0.9725, -5.0191, 3.5765], [0.7656, -3.6799, 4.2727], [-0.6849, -3.1974, 4.2106], [-1.1060, -3.0174, 2.7824], [-1.4380, -2.8757, 1.6647], [0.7466, -4.9565, 2.5105], [2.0128, -5.3387, 3.6695], [0.3380, -5.7930, 4.0185], [1.4237, -2.9353, 3.8142], [1.0661, -3.7728, 5.3199], [-0.7865, -2.2433, 4.7334], [-1.3504, -3.9195, 4.6906], [2.0352, -6.4902, 0.5774], [2.2205, -6.4736, -0.9343], [3.4446, -5.6680, -1.3732], [3.3051, -4.2410, -0.9340], [3.1998, -3.1249, -0.5890], [1.8627, -5.4867, 0.9711], [1.1688, -7.0986, 0.8476], [2.9142, -6.9096, 1.0757], [1.3192, -6.0607, -1.3982], [2.3235, -7.5017, -1.2918], [3.5430, -5.6965, -2.4608], [4.3565, -6.0868, -0.9395], [6.0034, 2.8345, -0.4848], [4.8652, 3.7003, -1.0148], [3.5278, 2.9580, -1.0677], [3.6403, 1.7723, -1.9791], [3.7365, 0.8374, -2.7022], [6.1903, 1.9744, -1.1327], [6.9293, 3.4120, -0.4375], [5.7802, 2.4661, 0.5209], [5.1288, 4.0600, -2.0141], [4.7592, 4.5802, -0.3739], [2.7435, 3.6215, -1.4402], [3.2378, 2.6173, -0.0700], [6.2317, -1.7526, 0.0269], [7.7308, -1.6619, -0.2321], [8.1620, -2.4358, -1.4800], [7.8270, -3.8883, -1.3202], [7.5631, -5.0233, -1.1959], [5.9179, -2.7818, 0.2149], [5.9609, -1.1651, 0.9076], [5.6632, -1.3699, -0.8257], [8.2666, -2.0411, 0.6437], [8.0107, -0.6110, -0.3491], [9.2388, -2.3330, -1.6338], [7.6545, -2.0480, -2.3670]], "lowdin_charge": [-0.12, -0.21, -0.20, -0.14, -0.32, -0.35, -0.01, 0.09, -0.01, -0.39, -0.02, -0.20, -0.18, -0.27, -0.08, -0.63, 0.98, 0.66, -0.10, -0.42, -0.35, -0.39, 0.86, -0.22, 0.82, -0.25, -0.24, -0.35, 0.05, 0.03, -0.23, 0.14, 0.10, -0.34, 0.11, 0.12, 0.10, -0.11, 0.07, 0.03, 0.06, 0.10, 0.05, 0.14, 0.13, 0.09, 0.08, 0.09, 0.12, 0.13, 0.14, 0.12, 0.11, 0.11, 0.14, 0.12, 0.09, 0.08, 0.09, 0.06, 0.11, 0.09, 0.09, 0.06, -0.02, 0.16, 0.16, -0.11, -0.26, -0.17, -0.15, 0.14, 0.04, 0.08, 0.09, 0.12, 0.11, 0.12, 0.12, -0.12, -0.26, -0.17, -0.16, 0.17, 0.04, 0.08, 0.09, 0.11, 0.11, 0.12, 0.12, -0.11, -0.26, -0.19, -0.21, 0.14, 0.07, 0.08, 0.08, 0.12, 0.11, 0.10, 0.11, -0.13, -0.27, -0.18, -0.21, 0.13, 0.05, 0.07, 0.07, 0.11, 0.10, 0.11, 0.12], "orbital_gap_ha": 0.25019, "total_charge": 1}

(3)
{"formula": "C2H2P2", "method": "ωB97M-V/def2-TZVPD", "species": ["C", "C", "P", "P", "H", "H"], "positions_angstrom": [[0.2036, 1.7500, -0.7944], [-0.0993, -2.0358, 1.0235], [0.3366, -0.5693, 1.1818], [-1.3400, 1.7021, -1.0562], [1.1263, 2.0996, -1.0287], [-0.2271, -2.9467, 0.6740]], "lowdin_spin": [0.92, 0.10, 0.04, 0.88, 0.06, 0.01], "relative_energy_kj_mol": 195.7, "orbital_gap_ha": [0.25615, 0.26343], "multiplicity": 3, "s2": 2.012}

(4)
{"formula": "C4H7NO", "method": "ωB97M-V/def2-TZVPD", "species": ["C", "C", "C", "C", "H", "H", "H", "H", "H", "H", "H", "N", "O"], "positions_angstrom": [[0.8219, -1.0592, -0.0244], [0.7534, 1.1837, -0.0560], [-0.6718, 0.6500, 0.1886], [-0.6757, -0.8253, 0.1606], [1.0234, -1.8958, -0.5370], [1.2842, -1.1636, 0.9130], [1.2083, 1.1867, 1.0510], [0.6889, 2.0765, -0.7419], [-1.2734, 1.1187, 0.9738], [-2.0685, 0.2685, -0.9348], [-1.1280, -1.3397, 0.9599], [-1.1190, -0.1145, -1.0677], [1.1563, -0.0860, -0.8851]], "lowdin_charge": [-0.27, -0.04, -0.28, -0.22, 0.09, 0.11, 0.16, 0.13, 0.14, 0.09, 0.12, 0.11, -0.13], "relative_energy_kj_mol": 446.1, "smiles": "C1OC[C@H]2N[C@@H]12", "orbital_gap_ha": 0.39203}

(5)
{"formula": "C25H28N6O3", "method": "ωB97M-V/def2-TZVPD", "species": ["C", "H", "O", "C", "C", "C", "C", "C", "C", "H", "H", "N", "C", "O", "C", "C", "H", "C", "N", "C", "C", "N", "N", "N", "N", "C", "C", "C", "C", "C", "C", "C", "H", "H", "H", "H", "H", "H", "H", "H", "H", "C", "H", "C", "H", "C", "H", "C", "H", "C", "H", "O", "H", "H", "H", "H", "H", "H", "H", "H", "H", "H"], "positions_angstrom": [[-8.1630, -0.7550, -1.4405], [-7.8457, -1.7905, -1.5994], [-7.0740, 0.1341, -1.4952], [-6.0527, -0.0277, -0.6090], [-4.9819, 0.8412, -0.7475], [-3.8848, 0.7664, 0.1085], [-3.8754, -0.2011, 1.1310], [-4.9512, -1.0741, 1.2626], [-6.0268, -0.9917, 0.4052], [-6.8428, -1.6856, 0.5276], [-4.9361, -1.8261, 2.0374], [-2.7980, -0.2570, 1.9754], [-1.6729, 0.5256, 1.8964], [-0.7727, 0.3896, 2.7117], [-1.6651, 1.4808, 0.7902], [-2.7338, 1.5990, -0.0277], [-2.7217, 2.3133, -0.8392], [-0.4158, 2.2908, 0.6118], [0.7222, 1.4652, 0.2130], [0.4365, 0.6598, -0.9663], [-0.3691, -0.5383, -0.6318], [-1.4803, -0.9285, -1.2208], [-1.8519, -2.0506, -0.6208], [-1.0347, -2.3734, 0.2944], [-0.0708, -1.4517, 0.3233], [1.0207, -1.5130, 1.2463], [2.3389, -1.8767, 0.6106], [2.4477, -2.3013, -0.7044], [3.6858, -2.6177, -1.2382], [4.8261, -2.5187, -0.4627], [4.7241, -2.1071, 0.8564], [3.4893, -1.7876, 1.3880], [3.4084, -1.4645, 2.4165], [5.6097, -2.0345, 1.4716], [5.7916, -2.7641, -0.8808], [3.7553, -2.9413, -2.2662], [1.5687, -2.3936, -1.3255], [1.0917, -0.5414, 1.7480], [0.7483, -2.2686, 1.9907], [1.3919, 0.3297, -1.3822], [-0.1075, 1.2236, -1.7411], [1.9094, 2.2836, 0.0391], [1.8640, 2.8835, -0.8859], [3.1938, 1.4516, 0.0319], [3.0965, 0.6606, 0.7877], [4.4506, 2.2823, 0.3081], [4.6289, 2.4129, 1.3723], [5.5258, 1.4557, -0.3893], [6.4106, 2.0305, -0.6522], [4.7697, 0.9569, -1.6188], [5.1164, -0.0188, -1.9692], [3.4097, 0.8341, -1.2359], [4.8434, 1.6778, -2.4448], [5.8158, 0.6120, 0.2377], [4.3592, 3.2625, -0.1637], [1.9649, 2.9654, 0.8914], [-0.1543, 2.7446, 1.5731], [-0.6071, 3.0910, -0.1248], [-2.7967, -0.9615, 2.7041], [-5.0024, 1.5719, -1.5400], [-8.6994, -0.6790, -0.4886], [-8.8271, -0.4551, -2.2497]], "lowdin_charge": [-0.09, 0.10, -0.09, -0.27, 0.06, -0.15, -0.20, -0.01, -0.01, 0.10, 0.12, 0.18, -0.43, 0.05, -0.13, 0.04, 0.13, -0.13, -0.14, -0.08, -0.30, 0.08, -0.03, 0.05, -0.07, -0.09, -0.20, -0.03, -0.08, -0.10, -0.09, -0.06, 0.12, 0.10, 0.10, 0.11, 0.12, 0.11, 0.14, 0.12, 0.14, -0.13, 0.14, -0.31, 0.13, -0.12, 0.12, -0.15, 0.11, -0.18, 0.11, -0.13, 0.12, 0.10, 0.12, 0.13, 0.13, 0.13, 0.17, 0.13, 0.09, 0.09], "relative_energy_kj_mol": 314.9, "smiles": "COc1ccc2[nH]c(=O)c(CN(Cc3nnnn3Cc3ccccc3)C[C@@H]3CCCO3)cc2c1", "orbital_gap_ha": 0.29958}

(6)
{"formula": "C41H39BrCl2F2N3RuS", "method": "ωB97M-V/def2-TZVPD", "species": ["Ru", "F", "C", "C", "C", "C", "C", "F", "C", "C", "C", "C", "C", "C", "N", "H", "H", "H", "H", "H", "H", "Cl", "C", "C", "C", "C", "C", "Cl", "C", "S", "H", "H", "H", "C", "C", "C", "C", "C", "Br", "N", "C", "H", "H", "H", "H", "H", "H", "C", "C", "C", "C", "C", "C", "C", "C", "N", "C", "C", "C", "C", "C", "C", "C", "C", "C", "C", "H", "H", "H", "H", "H", "H", "H", "H", "H", "H", "H", "H", "H", "H", "H", "H", "H", "H", "H", "H", "H", "H", "H", "H"], "positions_angstrom": [[0.8817, -0.4521, 1.0205], [1.3887, -5.0650, -1.7622], [1.9792, -4.0933, -1.0432], [1.1933, -3.1378, -0.4332], [1.8116, -2.1305, 0.2930], [3.2062, -2.1130, 0.4445], [3.9416, -3.0946, -0.2158], [5.2929, -3.0878, -0.1578], [3.3595, -4.0936, -0.9622], [3.7747, -1.0445, 1.2697], [5.0607, -1.0476, 1.8064], [5.4551, -0.0155, 2.6328], [4.5652, 1.0105, 2.9054], [3.3042, 0.9469, 2.3517], [2.9081, -0.0473, 1.5509], [0.1194, -3.1852, -0.5506], [3.9601, -4.8386, -1.4627], [5.7289, -1.8640, 1.5912], [6.4466, -0.0167, 3.0663], [4.8292, 1.8412, 3.5437], [2.5861, 1.7318, 2.5418], [2.7432, 2.4566, -0.7565], [2.1210, 3.4242, -2.0697], [3.0061, 4.2973, -2.6719], [2.5816, 5.0682, -3.7430], [1.2786, 4.9408, -4.1984], [0.4177, 4.0472, -3.5872], [-1.1929, 3.9362, -4.2222], [0.7912, 3.2456, -2.4900], [-0.3077, 2.1267, -1.7488], [4.0179, 4.3670, -2.2989], [3.2616, 5.7597, -4.2205], [0.9215, 5.5259, -5.0338], [0.0738, 5.0259, 2.9136], [0.1238, 3.5303, 2.7470], [-0.0825, 2.6608, 3.8312], [-0.0193, 1.2803, 3.6935], [0.2571, 0.8788, 2.4024], [1.0088, -1.8749, 3.0755], [0.4345, 1.6468, 1.4075], [0.3864, 2.9796, 1.5008], [-0.2856, 5.2965, 3.9052], [-0.5901, 5.4792, 2.1772], [1.0621, 5.4694, 2.7828], [-0.2913, 3.0879, 4.8059], [-0.1569, 0.5836, 4.5051], [0.5438, 3.5551, 0.5998], [2.6352, -0.1957, -3.0180], [1.1881, -0.4951, -2.7466], [0.3841, -0.9944, -3.7435], [-0.9655, -1.3182, -3.5032], [-1.8158, -1.8585, -4.6211], [-1.4946, -1.2074, -2.2399], [-0.7049, -0.7443, -1.1505], [0.6114, -0.2766, -1.4867], [-0.9815, -0.7786, 0.1519], [-2.3147, -1.1338, 0.6625], [-2.6028, -2.6317, 0.4353], [-3.9987, -2.9886, 0.9524], [-5.0393, -2.1079, 0.2541], [-4.7840, -0.6322, 0.5772], [-4.8414, -0.4212, 2.0904], [-3.7572, -1.2798, 2.7437], [-4.0475, -2.7556, 2.4634], [-2.3813, -0.9054, 2.1774], [-3.4008, -0.2221, 0.0596], [3.0680, -0.9821, -3.6361], [3.2124, -0.1290, -2.0957], [2.7450, 0.7482, -3.5559], [0.7988, -1.1366, -4.7353], [-1.3239, -1.7379, -5.5852], [-2.7764, -1.3443, -4.6620], [-2.0144, -2.9222, -4.4762], [-2.5039, -1.5538, -2.0828], [1.3053, 0.1757, -0.7374], [-1.8427, -3.1976, 0.9847], [-2.5132, -2.9119, -0.6143], [-4.2024, -4.0402, 0.7313], [-6.0452, -2.3908, 0.5795], [-4.9960, -2.2665, -0.8288], [-5.5414, -0.0157, 0.0847], [-5.8275, -0.6991, 2.4760], [-4.6825, 0.6358, 2.3263], [-3.7421, -1.1040, 3.8234], [-5.0315, -3.0280, 2.8580], [-3.3063, -3.3868, 2.9619], [-1.6097, -1.4932, 2.6701], [-2.1843, 0.1487, 2.3843], [-3.1719, 0.8045, 0.3648], [-3.4003, -0.2241, -1.0306]], "lowdin_spin": [0.01, 0.00, 0.00, 0.01, 0.00, 0.00, 0.00, 0.00, 0.00, 0.00, 0.00, 0.00, 0.00, 0.00, 0.00, 0.00, 0.00, 0.00, 0.00, 0.00, 0.00, 0.01, 0.03, -0.01, 0.04, -0.01, 0.04, 0.01, 0.04, 0.38, 0.00, 0.00, 0.00, 0.00, 0.00, 0.00, 0.00, 0.00, 0.00, 0.00, 0.00, 0.00, 0.00, 0.00, 0.00, 0.00, 0.00, 0.00, 0.02, 0.04, 0.02, 0.00, 0.02, 0.04, 0.14, 0.14, 0.01, 0.01, 0.00, 0.00, 0.00, 0.00, 0.00, 0.00, 0.00, 0.00, 0.00, 0.00, 0.00, 0.00, 0.00, 0.00, 0.00, 0.00, 0.00, 0.00, 0.00, 0.00, 0.00, 0.00, 0.00, 0.00, 0.00, 0.00, 0.00, 0.00, 0.00, 0.00, 0.00, 0.00], "relative_energy_kj_mol": 250.1, "orbital_gap_ha": [0.23010, 0.19836], "multiplicity": 2, "s2": 0.768}

no.,molecular weight (g mol⁻¹)
1,121.59
2,972.65
3,87.99
4,85.11
5,460.54
6,895.73